{
  "formula": "C25H25N2O2SSnTe",
  "method": "the ωB97M-V functional and the def2-TZVPD basis",
  "species": ["Sn", "O", "S", "O", "N", "C", "C", "C", "C", "C", "C", "C", "C", "N", "C", "C", "C", "C", "C", "C", "C", "H", "H", "H", "H", "H", "H", "H", "H", "H", "H", "H", "C", "H", "H", "H", "C", "C", "C", "C", "C", "C", "Te", "C", "C", "C", "H", "H", "H", "H", "H", "H", "H", "H", "H", "H", "H"],
  "positions_angstrom": [[1.394535, -1.322633, 0.888497], [-2.969620, -1.645328, 0.185360], [-1.598051, -1.268891, 0.173768], [-1.108622, -0.533451, 1.342913], [-0.519309, -2.489964, 0.002083], [-0.801192, -3.755251, 0.430857], [-2.040415, -4.365187, 0.325818], [-2.232644, -5.683311, 0.745043], [-1.203693, -6.431360, 1.250958], [0.075603, -5.860693, 1.365413], [1.190995, -6.583494, 1.827072], [2.413744, -5.971405, 1.888445], [2.500144, -4.613549, 1.572942], [1.475418, -3.905439, 1.147257], [0.281882, -4.507600, 0.982877], [-1.221421, -0.197186, -1.206718], [-1.975106, 0.957597, -1.301955], [-1.623685, 1.927380, -2.227416], [-0.536925, 1.719820, -3.062711], [0.194341, 0.544922, -2.982568], [-0.143056, -0.417428, -2.043756], [-2.864934, -3.823155, -0.104118], [-3.212199, -6.122231, 0.639864], [-1.342826, -7.459073, 1.546159], [1.063506, -7.612412, 2.126041], [3.297544, -6.503506, 2.196832], [3.443597, -4.101353, 1.657665], [-2.822995, 1.064502, -0.643254], [-2.194618, 2.840912, -2.285803], [-0.249478, 2.477111, -3.774591], [1.034593, 0.374424, -3.637275], [0.407685, -1.349639, -1.990839], [3.578122, -1.509177, 1.802473], [4.183235, -2.035910, 1.072863], [3.548507, -2.051369, 2.741835], [3.987994, -0.517914, 1.955693], [-1.309531, 6.904158, -0.931134], [-0.748838, 5.563914, -0.594936], [-1.334132, 4.765519, 0.379064], [-0.788315, 3.551274, 0.768918], [-1.460864, 2.788396, 1.863063], [0.388417, 3.102771, 0.140554], [1.515839, 1.463671, 0.942203], [0.944896, 3.849368, -0.917598], [2.163718, 3.412081, -1.669633], [0.384634, 5.073256, -1.239629], [-2.172240, 7.139083, -0.314646], [-1.606863, 6.944843, -1.976302], [-0.551625, 7.671992, -0.784510], [-2.239492, 5.105390, 0.860914], [-2.460207, 3.182516, 2.037983], [-0.898669, 2.885606, 2.794086], [-1.532301, 1.728804, 1.628757], [2.160988, 2.343558, -1.879476], [3.057482, 3.643515, -1.088323], [2.227111, 3.943232, -2.613893], [0.849333, 5.668293, -2.013189]],
  "forces_ev_per_angstrom": [[0.03, -0.86, 0.24], [-0.32, -0.10, -0.21], [0.68, 0.27, -0.04], [-0.01, -0.04, 0.20], [1.18, 2.47, -0.09], [-0.42, -1.44, 0.41], [0.41, 0.32, -0.14], [0.23, -0.48, 0.19], [-0.24, 0.09, -0.12], [0.05, 0.30, -0.10], [0.12, 0.23, -0.03], [-0.14, -0.13, 0.07], [0.09, 0.07, -0.12], [0.24, 0.86, -0.12], [-0.66, -0.35, 0.04], [-0.02, -0.43, 0.27], [-0.15, 0.04, 0.06], [-0.15, -0.19, 0.05], [0.05, -0.04, 0.00], [-0.05, 0.02, 0.08], [0.15, -0.29, -0.16], [-0.03, 0.00, -0.01], [-0.11, -0.03, 0.00], [-0.07, -0.12, 0.03], [0.02, -0.15, -0.01], [0.10, -0.04, 0.08], [0.12, 0.08, 0.08], [-0.14, 0.25, 0.04], [-0.05, 0.09, -0.03], [-0.01, 0.10, -0.11], [0.06, 0.00, -0.11], [-0.04, 0.05, -0.06], [-0.98, 0.06, -0.28], [-0.11, -0.10, -0.21], [-0.23, -0.05, 0.02], [-0.24, 0.22, -0.07], [0.01, 0.08, -0.10], [0.14, -0.39, 0.12], [0.11, 0.09, -0.15], [0.28, -0.29, 0.05], [-0.04, -0.10, 0.12], [-0.43, -0.15, -0.13], [0.44, 0.24, -0.08], [0.21, -0.37, 0.26], [0.14, -0.06, 0.02], [-0.25, 0.07, 0.09], [-0.04, 0.05, 0.02], [-0.07, 0.04, -0.12], [0.00, 0.09, 0.03], [-0.07, 0.03, 0.10], [-0.01, -0.03, 0.03], [0.00, -0.04, 0.04], [-0.03, -0.04, 0.06], [0.01, 0.00, 0.04], [0.11, -0.06, -0.07], [0.06, 0.07, -0.10], [0.05, 0.04, -0.12]],
  "lowdin_charge": [1.212, -0.245, 0.592, -0.454, -0.208, -0.281, 0.003, -0.043, -0.024, -0.144, 0.024, -0.024, -0.117, 0.015, -0.166, -0.301, -0.055, -0.048, -0.061, -0.065, -0.119, 0.104, 0.117, 0.119, 0.129, 0.115, 0.093, 0.128, 0.120, 0.118, 0.117, 0.093, -0.213, -0.002, 0.001, -0.020, -0.033, -0.246, -0.004, -0.316, -0.069, -0.452, 1.107, -0.333, -0.095, -0.006, 0.081, 0.089, 0.092, 0.121, 0.088, 0.091, 0.036, 0.038, 0.087, 0.084, 0.127],
  "de_lowest_kj_mol": 320.75,
  "orbital_gap_ev": 5.60,
  "spin_multiplicity": 1,
  "lumo_energy_ev": -5.318,
  "total_charge": 1
}



{
  "formula": "C25H25NO7",
  "method": "the ωB97M-V functional and the def2-TZVPD basis",
  "species": ["C", "C", "C", "C", "C", "O", "C", "O", "C", "O", "C", "C", "C", "O", "C", "C", "C", "C", "C", "C", "O", "C", "C", "O", "C", "C", "N", "C", "C", "C", "C", "C", "O", "H", "H", "H", "H", "H", "H", "H", "H", "H", "H", "H", "H", "H", "H", "H", "H", "H", "H", "H", "H", "H", "H", "H", "H", "H"],
  "positions_angstrom": [[3.070008, 2.139359, 2.035595], [3.355471, 1.091999, 1.020070], [3.698264, -0.215584, 1.203647], [3.819769, -0.815280, -0.082955], [4.078908, -2.208421, -0.383359], [4.597769, -2.620027, -1.398713], [3.611264, -3.195445, 0.700279], [2.425555, -2.754544, 1.355683], [1.343915, -2.614473, 0.585662], [1.284111, -2.953918, -0.565858], [0.228955, -1.903255, 1.324609], [0.231587, -0.459756, 0.796487], [-0.848235, 0.393813, 1.427586], [-0.557699, 1.252526, 2.234470], [-2.249789, 0.147453, 1.030406], [-3.254286, 0.800246, 1.752082], [-4.582088, 0.609627, 1.447624], [-4.945968, -0.229565, 0.398359], [-3.946091, -0.847195, -0.365562], [-2.611597, -0.669644, -0.037581], [-4.245943, -1.628950, -1.450562], [-5.573530, -1.477874, -1.901421], [-6.537838, -1.505196, -0.717399], [-6.272803, -0.422925, 0.150261], [3.545192, 0.177866, -1.014255], [3.493874, 0.072471, -2.492285], [3.255342, 1.318635, -0.335560], [2.770942, 2.541834, -0.933209], [1.273660, 2.570090, -0.973638], [0.355184, 3.259075, -0.238485], [-0.917174, 2.848388, -0.706145], [-0.677573, 1.939658, -1.687098], [0.643305, 1.764180, -1.858489], [3.634095, 3.051396, 1.841931], [3.345458, 1.765808, 3.017804], [2.006973, 2.383388, 2.049115], [3.866856, -0.696591, 2.145913], [3.449596, -4.168723, 0.226335], [4.368946, -3.282573, 1.481700], [0.424686, -1.915982, 2.395624], [-0.722712, -2.389467, 1.110926], [1.191648, -0.005599, 1.044391], [0.119466, -0.476740, -0.288075], [-2.961946, 1.446204, 2.565193], [-5.365993, 1.090751, 2.010151], [-1.884521, -1.173885, -0.652287], [-5.681889, -0.522541, -2.433530], [-5.763557, -2.303737, -2.587914], [-6.419673, -2.453078, -0.175461], [-7.572977, -1.394885, -1.042860], [3.678903, -0.960061, -2.774244], [2.520409, 0.380498, -2.872635], [4.262382, 0.694454, -2.953681], [3.124035, 3.394752, -0.350318], [3.169422, 2.611566, -1.948801], [0.551559, 3.970934, 0.536038], [-1.870575, 3.180609, -0.351822], [-1.333062, 1.368355, -2.313723]],
  "forces_ev_per_angstrom": [[-0.06, 0.03, -0.14], [0.19, -0.17, 0.53], [0.05, 0.28, -0.16], [-0.06, 0.81, -0.28], [-0.11, -0.32, 0.10], [0.04, -0.10, 0.09], [0.16, -0.35, -0.47], [0.18, -0.08, 0.43], [-0.61, 0.02, 0.09], [0.12, -0.04, -0.09], [0.19, 0.01, -0.19], [0.03, 0.13, 0.18], [0.55, -0.12, -0.20], [-0.07, -0.02, 0.11], [-0.68, 0.10, 0.05], [0.17, -0.09, -0.03], [-0.10, -0.14, -0.21], [0.21, -0.08, -0.01], [-0.17, 0.11, 0.02], [-0.13, 0.11, 0.18], [0.30, -0.05, 0.21], [-0.55, 0.12, 0.10], [0.15, -0.37, -0.45], [0.17, 0.31, 0.17], [0.08, -0.64, -0.02], [-0.07, 0.02, -0.08], [0.27, -0.21, 0.07], [-0.48, 0.00, -0.25], [0.04, 0.73, 0.60], [0.56, -0.22, -0.36], [-0.06, -0.35, -0.45], [-0.71, 0.39, 0.41], [0.49, -0.24, -0.27], [0.05, 0.10, 0.07], [0.01, 0.02, 0.06], [-0.08, 0.06, 0.08], [-0.03, -0.02, 0.26], [0.08, 0.17, 0.06], [-0.07, 0.01, -0.05], [-0.06, -0.01, 0.01], [0.07, -0.09, 0.01], [-0.10, 0.04, -0.09], [0.01, 0.01, -0.05], [0.02, 0.05, 0.07], [-0.10, 0.05, 0.08], [0.16, -0.09, -0.09], [0.02, -0.11, 0.02], [-0.04, 0.09, 0.05], [-0.05, 0.10, -0.05], [0.10, -0.06, 0.00], [0.02, 0.03, -0.04], [-0.01, 0.03, -0.08], [0.04, 0.01, -0.09], [-0.03, -0.08, -0.13], [0.04, 0.07, 0.15], [0.14, 0.13, 0.20], [-0.26, 0.01, 0.04], [-0.02, -0.13, -0.14]],
  "lowdin_charge": [-0.013, -0.282, 0.005, -0.115, -0.340, 0.094, -0.068, -0.005, -0.497, 0.140, -0.046, -0.091, -0.361, 0.087, -0.157, -0.011, 0.019, -0.195, -0.185, 0.060, -0.022, -0.147, -0.143, -0.017, -0.189, 0.008, 0.002, -0.035, -0.248, -0.017, -0.054, -0.118, 0.037, 0.079, 0.087, 0.067, 0.121, 0.139, 0.140, 0.133, 0.123, 0.106, 0.118, 0.119, 0.123, 0.131, 0.140, 0.134, 0.140, 0.134, 0.080, 0.078, 0.092, 0.133, 0.135, 0.116, 0.111, 0.126],
  "de_lowest_kj_mol": 1.07,
  "orbital_gap_ev": 8.37,
  "spin_multiplicity": 1,
  "lumo_energy_ev": 0.340
}